{"formula": "C5H9N3O3", "method": "ωB97M-V with the def2-TZVPD basis set", "smiles": "CC(NC=O)(NC=O)NC=O", "total_charge": 0, "multiplicity": 1, "e_homo_ev": -10.11, "gap_ha": 0.3995, "symbols": ["C", "C", "N", "C", "O", "N", "C", "O", "N", "C", "O", "H", "H", "H", "H", "H", "H", "H", "H", "H"], "positions_angstrom": [[-0.13, 0.06, 1.66], [0.02, 0.04, 0.11], [-0.50, 1.26, -0.41], [-1.81, 1.60, -0.45], [-2.71, 0.87, -0.06], [-0.76, -1.11, -0.49], [-0.34, -2.37, -0.46], [0.71, -2.81, -0.09], [1.48, -0.20, -0.33], [2.31, 0.73, -0.63], [2.08, 1.89, -0.66], [0.01, -0.79, 2.20], [-1.19, 0.24, 1.71], [0.38, 0.96, 2.01], [0.13, 2.08, -0.45], [-2.10, 2.68, -0.60], [-1.74, -1.02, -0.78], [-1.00, -3.15, -0.96], [1.79, -1.17, -0.55], [3.37, 0.22, -0.77]], "mulliken_charge": [-1.465, 0.563, -0.091, -0.032, -0.545, -0.078, -0.070, -0.577, -0.011, 0.046, -0.587, 0.365, 0.408, 0.346, 0.268, 0.359, 0.251, 0.354, 0.245, 0.251]}

***

{"formula": "C5H9N4O", "method": "ωB97M-V with the def2-TZVPD basis set", "total_charge": 1, "multiplicity": 1, "e_homo_ev": -12.80, "gap_ha": 0.3023, "symbols": ["C", "C", "C", "C", "C", "N", "N", "N", "N", "O", "H", "H", "H", "H", "H", "H", "H", "H", "H"], "positions_angstrom": [[0.54, 0.93, -0.22], [-1.43, -1.84, -1.36], [-2.51, -1.19, -0.47], [-1.06, -0.77, -0.37], [2.24, 2.39, 0.51], [-0.27, -1.19, 0.70], [0.66, -0.44, 1.07], [1.44, -0.56, 2.04], [-0.48, 0.49, -0.89], [1.13, 2.06, -0.35], [-1.22, -2.84, -0.99], [-1.07, -1.66, -2.35], [-3.30, -0.50, -0.72], [-2.65, -2.02, 0.26], [2.95, 2.72, -0.29], [2.61, 1.53, 1.02], [2.06, 3.11, 1.25], [1.23, -1.30, 2.68], [-0.87, 1.06, -1.53]], "mulliken_charge": [0.638, -0.879, -0.788, 0.888, -0.620, -0.706, 1.012, -0.853, -0.024, -0.280, 0.297, 0.318, 0.313, 0.276, 0.264, 0.375, 0.286, 0.295, 0.188]}

***

{"formula": "C5H9N4S", "method": "ωB97M-V with the def2-TZVPD basis set", "total_charge": -1, "multiplicity": 1, "e_homo_ev": -2.38, "gap_ha": 0.2040, "symbols": ["C", "C", "C", "C", "C", "N", "N", "N", "N", "S", "H", "H", "H", "H", "H", "H", "H", "H", "H"], "positions_angstrom": [[-1.66, -1.92, -1.05], [-1.39, -1.13, -0.05], [1.29, 0.41, 0.40], [-1.45, -1.48, 1.41], [-1.13, 0.75, -1.66], [0.10, 0.83, 0.17], [-0.97, 0.28, -0.31], [3.57, 1.21, 1.01], [2.15, 1.40, 0.98], [-2.41, -2.29, -2.45], [-1.08, -2.51, 1.61], [-0.75, -0.64, 1.81], [-2.51, -1.39, 1.73], [-2.06, 0.48, -2.15], [-1.02, 1.85, -1.54], [-0.48, 0.37, -2.46], [4.00, 0.80, 0.28], [3.82, 0.59, 1.82], [1.97, 2.38, 0.45]], "mulliken_charge": [-0.343, 0.765, -0.802, -0.999, -1.110, -0.726, 0.588, -0.556, -0.140, -0.384, 0.291, 0.279, 0.234, 0.377, 0.378, 0.338, 0.271, 0.259, 0.280]}

***

{"formula": "C5H9N5O", "method": "ωB97M-V with the def2-TZVPD basis set", "smiles": "[H]/N=c1/[nH]cco1.[H]/N=C\\NN=C", "total_charge": 0, "multiplicity": 1, "e_homo_ev": -7.79, "gap_ha": 0.3224, "symbols": ["H", "N", "C", "N", "C", "C", "O", "H", "H", "H", "H", "N", "C", "N", "N", "C", "H", "H", "H", "H"], "positions_angstrom": [[-0.15, 0.71, 1.43], [0.09, -0.08, 0.81], [1.28, 0.03, 0.42], [1.95, -0.82, -0.43], [3.25, -0.36, -0.63], [3.37, 0.76, 0.09], [2.17, 1.03, 0.74], [1.54, -1.66, -0.83], [3.96, -0.87, -1.26], [4.17, 1.45, 0.24], [-0.44, -1.04, -0.87], [-0.69, -1.82, -0.25], [-1.74, -1.50, 0.39], [-2.45, -0.31, 0.32], [-2.05, 0.67, -0.51], [-2.74, 1.75, -0.55], [-2.19, -2.20, 1.12], [-3.28, -0.17, 0.90], [-2.42, 2.54, -1.22], [-3.63, 1.90, 0.07]], "mulliken_charge": [0.218, -0.476, 0.253, -0.053, -0.384, -0.257, -0.370, 0.263, 0.372, 0.408, 0.436, -0.737, 0.010, 0.018, -0.358, -0.339, 0.296, 0.245, 0.243, 0.211]}

***

{"formula": "C5H9N5S", "method": "ωB97M-V with the def2-TZVPD basis set", "smiles": "S=c1nnn([C@H]2CCCN2)[nH]1", "total_charge": 0, "multiplicity": 1, "e_homo_ev": -7.88, "gap_ha": 0.2947, "symbols": ["S", "C", "N", "N", "N", "C", "C", "C", "C", "N", "N", "H", "H", "H", "H", "H", "H", "H", "H", "H"], "positions_angstrom": [[5.66, 0.80, 0.31], [4.25, -0.01, 0.28], [3.91, -1.30, 0.53], [2.85, -1.53, -0.11], [2.34, -0.54, -0.74], [0.86, -0.16, -0.99], [-0.17, -1.16, -0.62], [-1.02, -0.38, 0.48], [0.04, 0.66, 1.04], [0.73, 1.07, -0.19], [3.26, 0.46, -0.64], [0.91, 0.21, -2.03], [0.27, -1.95, -0.10], [-0.66, -1.58, -1.56], [-1.68, 0.23, 0.04], [-1.53, -1.12, 1.17], [-0.45, 1.56, 1.57], [0.74, -0.01, 1.71], [0.45, 1.90, -0.71], [3.24, 1.11, -1.20]], "mulliken_charge": [-0.402, 0.296, -0.417, -0.410, 0.856, -0.024, -0.809, -0.686, -0.496, -0.294, -0.231, 0.404, 0.363, 0.304, 0.348, 0.359, 0.367, 0.204, 0.269, 0.000]}

***

{"formula": "C5H9N6", "method": "ωB97M-V with the def2-TZVPD basis set", "total_charge": 1, "multiplicity": 1, "e_homo_ev": [-13.51, -13.28], "gap_ha": [0.2343, 0.2886], "symbols": ["C", "C", "C", "C", "C", "N", "N", "N", "N", "N", "N", "H", "H", "H", "H", "H", "H", "H", "H", "H"], "positions_angstrom": [[-4.47, -0.47, 0.07], [-3.06, -0.59, 0.10], [-2.68, 0.74, -0.09], [-2.25, -1.77, 0.25], [0.03, -1.08, -0.24], [-4.82, 0.78, -0.12], [-1.01, -1.88, 0.12], [-3.72, 1.53, -0.22], [0.34, -1.07, -1.49], [0.73, -0.47, 0.73], [3.02, 0.77, -0.10], [-5.21, -1.25, 0.18], [-2.79, -2.68, 0.49], [-3.78, 2.52, -0.38], [1.08, -0.46, -1.80], [0.50, -0.62, 1.70], [1.63, 0.00, 0.48], [3.52, 1.14, 0.71], [2.84, 1.53, -0.74], [3.63, 0.10, -0.56]], "mulliken_charge": [-0.738, 0.775, 0.136, -0.153, 0.521, -0.630, -0.291, 0.177, -0.433, -0.182, -0.938, 0.445, 0.397, 0.230, 0.281, 0.243, 0.363, 0.257, 0.265, 0.276]}

***

{"formula": "C5H9N6O", "method": "ωB97M-V with the def2-TZVPD basis set", "total_charge": 1, "multiplicity": 1, "e_homo_ev": -13.66, "gap_ha": 0.2701, "symbols": ["C", "C", "C", "C", "C", "N", "N", "N", "N", "N", "N", "O", "H", "H", "H", "H", "H", "H", "H", "H", "H"], "positions_angstrom": [[2.15, 0.58, -2.25], [0.86, -1.01, -1.46], [0.96, 0.12, -0.71], [0.09, -2.32, -1.54], [-1.14, 2.33, 2.74], [1.66, 1.06, -1.12], [-1.15, -0.49, 1.72], [1.68, -0.64, -2.50], [-0.98, -2.57, -0.72], [-0.47, 1.69, 1.62], [-0.48, 0.42, 1.32], [0.50, -3.11, -2.41], [2.68, 1.13, -3.09], [-1.10, 1.49, 3.49], [-0.48, 3.05, 3.15], [-2.01, 2.76, 2.34], [-1.78, -0.36, 2.52], [1.91, -1.13, -3.35], [-1.37, -1.94, -0.03], [-1.45, -3.49, -0.71], [-0.10, 2.43, 1.00]], "mulliken_charge": [-0.257, 0.086, 0.935, 0.260, -0.785, -0.354, -0.776, 0.010, -0.284, -0.202, 0.470, -0.591, 0.333, 0.358, 0.306, 0.292, 0.260, 0.239, 0.170, 0.251, 0.279]}

***

{"formula": "C5H9NO", "method": "ωB97M-V with the def2-TZVPD basis set", "total_charge": 0, "multiplicity": 1, "e_homo_ev": -8.43, "gap_ha": 0.3388, "symbols": ["C", "N", "C", "C", "C", "O", "C", "H", "H", "H", "H", "H", "H", "H", "H", "H"], "positions_angstrom": [[-1.08, 1.93, -0.42], [-0.65, 0.55, -0.32], [-1.02, -0.35, 1.10], [0.32, 0.16, 0.71], [1.44, -0.78, 0.32], [2.53, -0.66, 0.85], [1.13, -1.87, -0.68], [-2.11, 1.96, -0.80], [-0.44, 2.50, -1.10], [-1.06, 2.40, 0.57], [-1.51, 0.42, 1.71], [-1.26, -0.22, -0.61], [0.72, 1.05, 1.19], [0.88, -1.42, -1.65], [1.99, -2.53, -0.79], [0.25, -2.43, -0.34]], "mulliken_charge": [-0.855, -0.218, -0.760, 0.339, 0.177, -0.557, -1.187, 0.316, 0.283, 0.321, 0.211, 0.452, 0.470, 0.307, 0.341, 0.362]}

***

For reference, max |F| by record: 0.0793 0.0851 0.1022 0.0883 0.2596 0.0792 0.0929 0.0134 hartree/bohr.